C28H62N12O10PS | ωB97M-V with the def2-TZVPD basis set

The value obtained for the maximum force is 9.03 eV Å⁻¹. Its total energy is -88509.8289 eV. The calculation puts the HOMO energy at -10.3837 eV. Its total charge is +1. The calculation puts the HOMO-LUMO gap at 6.2 eV. The LUMO energy comes out at -4.2 eV. The spin multiplicity is 1.

Each line ends with the Mulliken charge.
Positions of all 114 atoms, in Å:
C (-0.79553, -4.78375, -5.83245)  -0.6781
C (-0.55400, -3.82500, -4.51931)  0.1508
S (-0.03610, -2.16381, -5.18327)  -0.1619
C (1.38088, -1.45102, -4.20517)  -0.6000
N (0.80581, -0.61742, -3.10385)  0.2075
O (0.49156, 0.67798, -3.41720)  -0.3512
C (0.54790, -0.99741, -1.84273)  0.2765
N (-0.06833, -0.09376, -0.84373)  -0.3272
C (-0.18745, -0.96435, 0.34427)  0.2193
P (-0.96323, -0.44749, 2.02549)  0.4492
O (-2.45694, -0.10204, 1.78568)  -0.5789
N (0.37872, -2.30396, 0.05292)  0.0898
C (0.45645, -3.48130, 1.00434)  -0.5928
N (0.81518, -2.30985, -1.25935)  0.7169
N (1.39849, -3.46977, -1.74378)  -0.8082
C (2.72016, -3.40890, -1.46982)  0.7614
O (3.81011, -3.37871, -0.84048)  -0.4009
H (-1.09640, -4.15823, -6.75397)  0.3750
H (0.19782, -5.34164, -6.01555)  0.2060
H (-1.63938, -5.52978, -5.60237)  0.1278
H (-1.51392, -3.81059, -3.88889)  0.3072
H (0.35105, -4.27187, -3.97669)  -0.1559
H (2.17454, -2.21103, -3.87734)  0.2606
H (1.92472, -0.71253, -4.92517)  0.3317
H (-0.49631, 0.80415, -3.39287)  0.3967
H (-0.26248, 0.65853, 2.61485)  0.1242
H (-0.93453, -1.52274, 2.98038)  0.0607
H (1.57223, -3.71538, 1.15972)  0.2684
H (-0.00030, -3.24435, 2.03364)  0.2084
H (-0.05148, -4.39038, 0.49007)  0.2575
C (-3.47482, 4.23156, -2.20984)  -1.4140
C (-2.66495, 3.02527, -1.82267)  0.8289
O (-2.21313, 2.24149, -2.65867)  -0.6693
N (-2.43698, 2.81474, -0.49865)  0.1424
C (-2.87878, 3.61446, 0.62600)  -0.7206
H (-3.57488, 4.27081, -3.29547)  0.2429
H (-4.47413, 4.16766, -1.77280)  0.3896
H (-2.97271, 5.14245, -1.87604)  0.4281
H (-1.88709, 1.98683, -0.31297)  0.0209
H (-1.99513, 3.95059, 1.17550)  0.2316
H (-3.48669, 2.98096, 1.27663)  0.2565
H (-3.46204, 4.47994, 0.31616)  0.3145
C (-1.70648, -8.01532, -3.60657)  -1.4967
C (-0.35587, -7.42286, -3.31107)  0.7493
O (-0.19031, -6.21714, -3.15813)  -0.5802
N (0.70232, -8.27445, -3.21522)  -0.0858
C (0.70719, -9.71396, -3.36294)  -0.9452
H (-2.45117, -7.21943, -3.65384)  0.3129
H (-1.68743, -8.52869, -4.57083)  0.3890
H (-1.99276, -8.71007, -2.81340)  0.4640
H (1.57704, -7.80882, -3.01550)  0.2151
H (1.08186, -10.15221, -2.43529)  0.3359
H (1.38463, -9.97213, -4.18020)  0.2620
H (-0.28328, -10.11197, -3.57592)  0.3598
C (0.15512, 7.84245, -3.91933)  -1.3575
C (-1.06804, 6.96594, -3.93714)  0.8576
O (-1.96690, 7.08262, -3.11352)  -0.6492
N (-1.15487, 6.01851, -4.91219)  -0.0874
C (-0.20526, 5.72966, -5.96459)  -0.8424
H (0.08576, 8.54776, -3.08992)  0.2867
H (1.05126, 7.23263, -3.78083)  0.3658
H (0.22357, 8.40956, -4.85066)  0.3898
H (-2.00114, 5.46726, -4.86378)  0.1684
H (-0.70907, 5.85788, -6.92521)  0.3023
H (0.11260, 4.68941, -5.86297)  0.2415
H (0.66740, 6.37930, -5.92512)  0.3363
C (0.06415, 7.06700, 3.24180)  -1.7999
C (-0.14791, 5.95680, 2.24936)  1.0127
O (-1.11346, 5.20227, 2.30910)  -0.6891
N (0.77650, 5.80464, 1.26080)  -0.1020
C (1.97072, 6.58721, 1.02624)  -0.8582
H (-0.74933, 7.06709, 3.96915)  0.3816
H (1.00559, 6.91643, 3.77602)  0.4723
H (0.06932, 8.03178, 2.72937)  0.4855
H (0.57086, 5.04072, 0.63095)  0.1788
H (1.90308, 7.02402, 0.02740)  0.2463
H (2.83266, 5.91732, 1.06658)  0.2965
H (2.09632, 7.38152, 1.75986)  0.3460
C (3.47794, -7.32760, -5.57345)  -1.1939
C (2.47939, -7.33382, -6.69937)  0.7601
O (1.47315, -6.63393, -6.68400)  -0.6422
N (2.72440, -8.15212, -7.75858)  -0.1826
C (3.84624, -9.04440, -7.95833)  -0.8944
H (3.15141, -6.62928, -4.80100)  0.0775
H (3.55011, -8.32420, -5.13089)  0.3412
H (4.45505, -7.00506, -5.94058)  0.4631
H (2.01363, -8.10515, -8.47647)  0.2475
H (4.35838, -8.75014, -8.87692)  0.2986
H (3.46006, -10.05960, -8.07317)  0.2900
H (4.55004, -9.01770, -7.12823)  0.3413
C (0.34194, 4.62792, 8.50941)  -1.1798
C (0.15438, 5.39168, 7.22723)  0.7428
O (0.03257, 6.60964, 7.20364)  -0.6567
N (0.12244, 4.68068, 6.06491)  -0.0095
C (0.24739, 3.25104, 5.88906)  -0.8780
H (0.34731, 5.32272, 9.35078)  0.3647
H (-0.48120, 3.92231, 8.64868)  0.2169
H (1.29731, 4.09749, 8.49300)  0.3827
H (-0.00630, 5.25706, 5.24381)  0.0290
H (1.10784, 3.05932, 5.24282)  0.2592
H (-0.65790, 2.88619, 5.39781)  0.2699
H (0.38149, 2.72731, 6.83421)  0.3687
C (-0.58208, 2.66184, 11.63910)  -0.8635
C (-1.35683, 1.67489, 10.80833)  0.8189
O (-1.51416, 1.81742, 9.60101)  -0.6590
N (-1.89142, 0.59485, 11.44262)  -0.1987
C (-1.81520, 0.25510, 12.84708)  -0.8249
H (-0.21658, 3.46769, 11.00148)  -0.0580
H (-1.22870, 3.09426, 12.40629)  0.3571
H (0.27706, 2.16950, 12.10093)  0.3459
H (-2.39758, -0.02508, 10.82479)  0.2330
H (-1.33781, -0.72319, 12.93738)  0.2803
H (-2.83237, 0.19482, 13.24053)  0.2834
H (-1.24927, 0.98721, 13.42039)  0.3149

=====

C27H42O27 | ωB97M-V with the def2-TZVPD basis set

The value obtained for the maximum force is 6.49 eV Å⁻¹. Its total energy is -83958.8384 eV. As for the SMILES: COC(=O)OC.COC(=O)OC.COC(=O)OC.O=C1OCCO1.O=C1OCCO1.O=C1OCCO1.O=C1OCCO1.O=C1OCCO1.O=C1OCCO1. The calculation puts the HOMO energy at -9.9613 eV. For the energy relative to the best compared isomer or geometry (same formula, charge and spin), the calculation gives 4.458 eV. The calculation puts the HOMO-LUMO gap at 10.1 eV. The LUMO energy comes out at 0.2 eV. The spin multiplicity is 1.

Each line ends with the Mulliken charge.
Positions of all 96 atoms, in Å:
C (12.30946, 2.64100, 7.94082)  -0.1895
O (11.36455, 1.84651, 7.22223)  -0.1958
C (11.55916, 0.52917, 7.07422)  0.6732
O (12.54511, -0.13291, 7.26645)  -0.5974
O (10.35335, 0.08479, 6.57979)  -0.3014
C (10.15236, -1.27590, 6.25981)  -0.0373
H (13.22786, 2.74617, 7.36324)  0.1844
H (12.79206, 2.15391, 8.78813)  0.4024
H (11.81986, 3.58437, 8.18263)  -0.2192
H (11.04655, -1.60969, 5.73340)  -0.3853
H (9.26010, -1.48065, 5.66817)  0.3587
H (10.09611, -1.83707, 7.19256)  0.2906
C (9.76452, 1.65828, 13.56750)  -0.7619
O (10.51499, 2.28843, 12.50969)  -0.2827
C (11.83822, 2.10531, 12.58378)  0.7462
O (12.39335, 1.13316, 13.13702)  -0.5698
O (12.51883, 3.10179, 11.92748)  -0.3534
C (11.97133, 4.06494, 11.08862)  -0.6990
H (9.34186, 0.66406, 13.42263)  0.2927
H (8.97352, 2.33901, 13.88219)  0.2943
H (10.32580, 1.61825, 14.50102)  0.3271
H (11.25159, 3.64552, 10.38566)  0.2809
H (12.75651, 4.65356, 10.61416)  0.3135
H (11.51676, 4.93389, 11.56442)  0.4291
C (9.39804, -5.46885, 5.61045)  -0.8580
O (8.83018, -6.20258, 6.63245)  -0.0243
C (7.80934, -7.06756, 6.30283)  0.7067
O (7.21634, -7.11655, 5.19439)  -0.6661
O (7.49583, -7.83072, 7.29765)  -0.3216
C (6.33318, -8.64748, 7.30007)  -0.7453
H (10.47228, -5.63942, 5.53964)  0.3278
H (9.40472, -4.40823, 5.86170)  0.0713
H (8.99041, -5.60731, 4.60907)  0.5959
H (6.50916, -9.42849, 6.56037)  0.3310
H (5.36262, -8.16404, 7.18866)  0.2962
H (6.39890, -9.17854, 8.24967)  0.2613
O (7.18338, -2.08576, 7.19382)  -0.5246
C (6.52176, -3.06972, 7.55267)  0.6412
O (5.20415, -3.03337, 7.60600)  -0.3784
C (4.66720, -4.20224, 8.20324)  -0.4257
C (5.94817, -4.85926, 8.79228)  -0.1458
O (6.98676, -4.19772, 8.09629)  -0.1678
H (3.81372, -4.17996, 8.88087)  0.3552
H (4.40153, -4.87728, 7.38970)  0.2925
H (5.93213, -5.93027, 8.59036)  0.0507
H (6.07004, -4.63611, 9.85221)  0.2727
O (10.76136, 0.13016, 2.43070)  -0.5800
C (10.67470, 1.25976, 2.89383)  0.5433
O (10.57690, 1.61758, 4.18290)  -0.0823
C (10.13884, 2.96392, 4.34194)  0.0478
C (10.57435, 3.55252, 3.03812)  -0.3809
O (10.69964, 2.42263, 2.17544)  -0.4136
H (9.04891, 2.95493, 4.35150)  0.5050
H (10.61803, 3.53433, 5.13762)  -0.2849
H (11.57366, 3.97196, 3.15449)  0.2497
H (9.83111, 4.29457, 2.74645)  0.3742
O (13.09417, -5.17105, 5.79598)  -0.6511
C (13.04026, -4.07358, 5.21699)  0.8245
O (13.83924, -3.09697, 5.53408)  -0.3298
C (13.56770, -2.03048, 4.67344)  0.3055
C (12.67482, -2.58126, 3.66749)  -0.2771
O (12.23466, -3.79492, 4.25978)  -0.3122
H (13.19080, -1.17308, 5.23103)  -0.2374
H (14.53644, -1.76687, 4.24899)  0.1673
H (13.13197, -2.87097, 2.72137)  0.3300
H (11.81590, -1.97261, 3.38480)  0.1990
O (13.53489, 3.08975, 4.70335)  -0.2784
C (14.36945, 2.76651, 3.93890)  0.5428
O (14.38354, 3.02121, 2.62416)  -0.3638
C (15.27679, 2.16642, 1.96585)  -0.3576
C (16.23244, 1.84237, 3.08345)  -0.3432
O (15.31275, 1.85532, 4.14276)  -0.3430
H (14.81063, 1.26979, 1.55737)  0.2543
H (15.71326, 2.67693, 1.10737)  0.3065
H (17.15859, 2.39949, 3.22478)  0.2703
H (16.58996, 0.86420, 2.76177)  0.2799
O (12.14737, -5.05994, 11.43012)  -0.5758
C (11.51208, -5.23127, 10.42680)  0.5363
O (11.57966, -6.41728, 9.71538)  -0.4107
C (10.77285, -6.21649, 8.61734)  0.0945
C (10.56551, -4.74577, 8.53095)  1.1184
O (10.72689, -4.36474, 9.90536)  -0.3685
H (11.27701, -6.56103, 7.71445)  0.2870
H (9.91811, -6.89222, 8.64752)  0.0490
H (9.52793, -4.48496, 8.32235)  -0.3503
H (11.15535, -4.18521, 7.80572)  -0.3334
O (10.72925, 6.13147, 8.60919)  -0.6122
C (10.81559, 6.16188, 7.36780)  0.7683
O (9.78905, 6.38684, 6.52438)  -0.3713
C (10.15882, 6.40211, 5.15997)  -0.1118
C (11.65758, 6.14286, 5.25673)  0.2844
O (11.88715, 6.20841, 6.67545)  -0.3466
H (9.74095, 5.63463, 4.50846)  0.1518
H (10.04763, 7.42941, 4.81299)  0.3038
H (12.30592, 6.87188, 4.77064)  0.3249
H (12.06304, 5.17484, 4.96237)  -0.3478

=====

C13H12O5PSr | ωB97M-V with the def2-TZVPD basis set

The value obtained for the maximum force is 5.00 eV Å⁻¹. Its total energy is -34028.1983 eV. The calculation puts the HOMO energy (alpha / beta) at -11.3182 / -11.0222 eV. For the energy relative to the best compared isomer or geometry (same formula, charge and spin), the calculation gives 0.840 eV. Its total charge is +1. The calculation puts the HOMO-LUMO gap (alpha / beta) at 6.7 / 6.5 eV. The LUMO energy (alpha / beta) comes out at -4.6 / -4.5 eV. The spin multiplicity is 1.

Each line ends with the natural charge from an NBO analysis.
Positions of all 32 atoms, in Å:
O (-3.93207, 0.89100, -1.15372)  -0.4697
C (-2.88877, 1.33315, -1.25664)  0.4722
Sr (1.61965, 1.00862, 0.98701)  1.7833
O (-1.28688, -1.57320, 0.88317)  -0.4174
C (-0.38396, -0.84985, 0.82337)  0.4109
C (0.66512, 2.28792, -1.19784)  0.1534
O (1.68607, 2.70386, -0.56630)  -0.7613
C (-1.05555, 1.74583, 0.88788)  0.4095
O (-2.16859, 1.66501, 1.19974)  -0.4445
C (0.42502, 0.82974, -1.37900)  0.1092
O (-0.16410, 0.14530, -2.19922)  -0.4559
H (-0.11249, 3.03980, -1.41153)  0.1917
C (2.13094, -1.43549, 2.72752)  -0.9740
P (3.60949, -2.25948, 1.92403)  0.8304
C (3.74212, -1.45306, 0.26455)  -0.9840
C (2.86212, -3.90272, 1.59159)  -0.3762
C (2.02373, -4.12241, 0.48615)  -0.1644
C (1.42831, -5.36960, 0.28349)  -0.2216
C (1.64445, -6.40684, 1.19716)  -0.1812
C (2.50206, -6.20938, 2.28222)  -0.1988
C (3.10006, -4.97039, 2.48625)  -0.1976
H (2.39476, -0.41258, 3.06612)  0.1788
H (1.89497, -2.01802, 3.62994)  0.2889
H (1.21422, -1.46865, 2.09776)  0.1913
H (4.39833, -2.10048, -0.32084)  0.2896
H (2.80970, -1.32485, -0.29983)  0.1990
H (4.27251, -0.49254, 0.38498)  0.2256
H (1.82500, -3.34191, -0.26325)  0.1931
H (0.76754, -5.50082, -0.57921)  0.2273
H (1.16082, -7.37150, 1.03091)  0.2315
H (2.66245, -7.02543, 2.98598)  0.2321
H (3.78700, -4.81713, 3.32428)  0.2288

=====

C4H13ClN2Si | ωB97M-V with the def2-TZVPD basis set

The value obtained for the maximum force is 4.16 eV Å⁻¹. Its total energy is -27737.7491 eV. As for the SMILES: CNC(Cl)(C[SiH3])NC. The calculation puts the HOMO energy at -8.7130 eV. For the energy relative to the best compared isomer or geometry (same formula, charge and spin), the calculation gives 3.240 eV. The calculation puts the HOMO-LUMO gap at 9.6 eV. The LUMO energy comes out at 0.9 eV. The spin multiplicity is 1.

Each line ends with the natural charge from an NBO analysis.
Positions of all 21 atoms, in Å:
C (-0.05200, 2.18532, -1.32265)  -0.4206
N (0.66507, 1.78208, -0.15371)  -0.6476
C (0.90312, 0.13681, 0.16159)  0.3174
Cl (2.64345, -0.10805, 0.10600)  -0.0231
C (0.20391, -0.69459, -0.89387)  -0.9054
Si (-0.04900, -2.54685, -0.50607)  0.8694
N (0.48696, -0.02324, 1.51699)  -0.6729
C (-0.91780, 0.18091, 1.82424)  -0.4141
H (0.10851, 3.26102, -1.42663)  0.2105
H (0.37683, 1.70063, -2.19899)  0.1967
H (-1.13821, 1.99755, -1.30242)  0.1546
H (0.31516, 2.17919, 0.70368)  0.3578
H (0.75058, -0.60069, -1.83201)  0.2582
H (-0.78839, -0.26651, -1.06226)  0.2472
H (-0.90293, -2.71037, 0.67760)  -0.1729
H (1.21800, -3.23482, -0.29611)  -0.1527
H (-0.78426, -3.07962, -1.65380)  -0.1576
H (0.81071, -0.91197, 1.88213)  0.3742
H (-1.03729, 0.07350, 2.90080)  0.2130
H (-1.21344, 1.19498, 1.55549)  0.1946
H (-1.59898, -0.51529, 1.32000)  0.1733